No. 1
Density functional theory data (wB97M-V/def2-TZVPD) for C24H52AsBF6O12PtS6 as an isolated structure.

## Properties
multiplicity	3
energy above the lowest of the compared OMol25 structures with the same formula, charge and spin	0.0	kcal per mole
max |F|	2.11	eV/Å
DFT total energy	-196375.9392	eV
Kohn-Sham gap (alpha / beta)	9.11 / 7.95	eV
LUMO level (alpha / beta)	0.05 / -1.13	eV

Geometry (Å):
Pt1 -0.953 -0.989 -0.880
B1 0.383 0.841 -0.623
H1 0.772 -0.126 -0.036
H2 -0.660 1.211 -0.151
H3 1.112 1.785 -0.660
H4 0.252 0.427 -1.758
As1 -0.924 -1.072 -4.904
F1 -1.371 -1.062 -3.180
F2 -2.534 -1.581 -5.261
F3 -0.477 -1.132 -6.554
F4 0.612 -0.471 -4.445
F5 -0.431 -2.721 -4.678
F6 -1.502 0.566 -5.034
C1 0.895 -5.316 2.172
C2 -0.185 -6.214 1.535
C3 -1.104 -5.347 0.697
S1 -1.130 -3.754 1.538
O1 -2.379 -3.582 2.234
O2 -0.700 -2.709 0.635
C4 0.195 -4.086 2.712
H5 1.653 -5.068 1.427
H6 1.350 -5.840 3.011
H7 -0.774 -6.645 2.353
H8 0.236 -7.070 1.011
H9 -2.152 -5.620 0.598
H10 -0.696 -5.185 -0.303
H11 -0.292 -4.238 3.672
H12 0.744 -3.141 2.705
C5 2.184 -5.501 -1.920
C6 3.352 -4.791 -1.231
C7 2.911 -3.407 -0.826
S2 1.929 -2.849 -2.215
O3 2.735 -2.327 -3.269
O4 0.794 -2.119 -1.707
C8 1.370 -4.488 -2.727
H13 1.564 -5.980 -1.157
H14 2.546 -6.305 -2.559
H15 4.252 -4.808 -1.853
H16 3.719 -5.370 -0.376
H17 3.617 -2.641 -0.523
H18 2.145 -3.484 -0.049
H19 1.585 -4.472 -3.794
H20 0.292 -4.584 -2.626
C9 3.098 1.971 3.143
C10 4.126 0.966 3.723
C11 3.887 -0.431 3.163
S3 2.886 -0.195 1.678
O5 2.004 -1.328 1.524
O6 3.764 0.184 0.605
C12 2.041 1.234 2.335
H21 3.598 2.735 2.543
H22 2.638 2.556 3.940
H23 3.996 0.957 4.807
H24 5.153 1.310 3.613
H25 3.241 -0.973 3.854
H26 4.729 -1.038 2.841
H27 1.326 0.774 3.026
H28 1.507 1.775 1.561
C13 -2.951 3.583 -3.018
C14 -3.943 2.556 -3.599
C15 -4.683 1.934 -2.434
S4 -3.411 1.684 -1.172
O7 -2.791 0.395 -1.393
O8 -3.951 2.010 0.128
C16 -2.306 2.982 -1.763
H29 -3.545 4.453 -2.739
H30 -2.176 3.810 -3.745
H31 -3.497 1.752 -4.186
H32 -4.650 3.084 -4.240
H33 -5.153 0.964 -2.574
H34 -5.353 2.596 -1.880
H35 -1.322 2.567 -1.972
H36 -2.214 3.695 -0.945
C17 -3.612 1.849 3.604
C18 -4.023 0.537 4.284
C19 -3.552 -0.572 3.359
S5 -1.990 -0.040 2.683
O9 -1.915 -0.282 1.274
O10 -0.920 -0.547 3.517
C20 -2.190 1.704 3.071
H37 -3.717 2.726 4.239
H38 -4.254 1.970 2.727
H39 -5.108 0.480 4.376
H40 -3.636 0.463 5.303
H41 -4.237 -0.609 2.507
H42 -3.463 -1.581 3.751
H43 -2.041 2.296 2.170
H44 -1.420 1.908 3.813
C21 0.559 5.816 -0.634
C22 0.812 5.845 -2.137
C23 2.314 6.033 -2.306
S6 3.065 4.994 -1.045
O11 4.027 5.760 -0.297
O12 3.430 3.704 -1.557
C24 1.536 4.796 -0.077
H45 -0.474 5.533 -0.418
H46 0.699 6.796 -0.173
H47 0.244 6.588 -2.698
H48 0.512 4.899 -2.604
H49 2.550 7.044 -1.961
H50 2.747 5.909 -3.294
H51 1.851 4.916 0.958
H52 1.222 3.770 -0.258



No. 2
Density functional theory data (wB97M-V/def2-TZVPD) for a 7-piece molecular cluster, C24H52B3NO22 overall.

## Properties
structure (SMILES)	CCCOCB1OBOB(CCN)O1.COC(=O)OC.COC(=O)OC.COC(=O)OC.COC(=O)OC.COC(=O)OC.COC(=O)OC
energy above the lowest of the compared OMol25 structures with the same formula, charge and spin	121.9	kcal per mole
max |F|	5.03	eV/Å
DFT total energy	-74297.2567	eV
Kohn-Sham gap	9.84	eV
LUMO level	0.31	eV

Geometry (Å):
C1 3.588 3.867 -0.177
C2 2.242 3.785 0.755
C3 1.313 2.454 0.517
O1 0.551 2.446 -0.745
C4 -0.458 1.349 -0.567
B1 -1.979 1.898 -0.267
O2 -3.049 2.111 -1.269
B2 -4.276 2.516 -0.503
O3 -4.225 3.714 0.408
B3 -2.907 3.577 1.070
C5 -1.982 4.804 1.658
C6 -1.288 5.528 0.320
N1 -2.358 5.976 -0.687
O4 -2.363 2.181 1.160
H1 3.422 3.636 -1.314
H2 4.396 3.125 0.256
H3 4.045 4.963 -0.068
H4 2.618 3.731 1.887
H5 1.638 4.811 0.684
H6 1.966 1.473 0.564
H7 0.499 2.460 1.389
H8 -0.488 0.670 -1.540
H9 -0.165 0.657 0.360
H10 -5.301 1.935 -0.539
H11 -2.604 5.644 2.193
H12 -1.174 4.359 2.396
H13 -0.671 4.691 -0.217
H14 -0.548 6.390 0.598
H15 -1.902 6.241 -1.598
H16 -2.854 6.809 -0.265
C7 7.974 0.230 1.378
O5 6.553 0.320 1.467
C8 5.902 -0.838 1.189
O6 6.424 -1.899 0.883
O7 4.570 -0.611 1.310
C9 3.754 -1.751 1.045
H17 8.390 1.212 1.620
H18 8.361 -0.495 2.101
H19 8.281 -0.033 0.361
H20 3.973 -2.555 1.755
H21 3.893 -2.093 0.015
H22 2.709 -1.455 1.172
C10 -2.656 -4.887 -0.806
O8 -3.346 -3.724 -0.352
C11 -3.398 -2.717 -1.259
O9 -2.918 -2.737 -2.382
O10 -4.076 -1.683 -0.701
C12 -4.210 -0.543 -1.548
H23 -2.675 -5.627 -0.001
H24 -3.156 -5.316 -1.681
H25 -1.611 -4.652 -1.032
H26 -4.773 -0.798 -2.452
H27 -3.227 -0.134 -1.804
H28 -4.768 0.221 -1.000
C13 -2.264 -1.403 1.913
O11 -2.239 -2.378 2.953
C14 -0.994 -2.780 3.312
O12 0.055 -2.384 2.828
O13 -1.118 -3.700 4.301
C15 0.122 -4.216 4.782
H29 -3.309 -1.154 1.707
H30 -1.748 -0.489 2.227
H31 -1.819 -1.804 0.997
H32 0.733 -3.416 5.211
H33 0.662 -4.730 3.980
H34 -0.097 -4.942 5.570
C16 11.706 5.335 -0.319
O14 10.870 4.186 -0.188
C17 10.099 3.930 -1.274
O15 10.073 4.584 -2.305
O16 9.361 2.821 -1.014
C18 8.495 2.430 -2.078
H35 12.278 5.444 0.607
H36 12.412 5.206 -1.146
H37 11.103 6.237 -0.460
H38 9.072 2.186 -2.975
H39 7.763 3.217 -2.289
H40 7.954 1.534 -1.761
C19 -4.278 -1.853 -8.678
O17 -4.570 -2.007 -7.291
C20 -3.996 -3.095 -6.717
O18 -3.283 -3.911 -7.280
O19 -4.354 -3.118 -5.408
C21 -3.819 -4.217 -4.673
H41 -4.787 -0.953 -9.033
H42 -3.202 -1.725 -8.835
H43 -4.654 -2.709 -9.249
H44 -2.725 -4.183 -4.669
H45 -4.177 -5.167 -5.083
H46 -4.169 -4.135 -3.640
C22 -4.326 -2.428 4.374
O20 -5.747 -2.339 4.463
C23 -6.398 -3.497 4.185
O21 -5.876 -4.557 3.879
O22 -7.730 -3.270 4.306
C24 -8.546 -4.409 4.041
H47 -3.910 -1.447 4.615
H48 -3.939 -3.154 5.097
H49 -4.019 -2.692 3.357
H50 -8.327 -5.214 4.750
H51 -8.407 -4.752 3.010
H52 -9.591 -4.114 4.167



No. 3
Density functional theory data (wB97M-V/def2-TZVPD) for a 10-piece molecular cluster, C24H52O26S4 overall.

## Properties
structure (SMILES)	CCOS(C)(=O)=O.CCOS(C)(=O)=O.CCOS(C)(=O)=O.CCOS(C)(=O)=O.O=C1OCCO1.O=C1OCCO1.O=C1OCCO1.O=C1OCCO1.O.O
max |F|	1.61	eV/Å
DFT total energy	-122306.7283	eV
Kohn-Sham gap	10.57	eV
LUMO level	0.06	eV

Geometry (Å):
O1 2.748 -1.060 5.983
S1 3.677 -0.480 5.087
O2 4.839 -1.173 4.672
O3 2.903 -0.124 3.748
C1 1.697 0.660 3.884
C2 1.796 1.938 3.082
C3 4.160 1.094 5.717
H1 1.432 0.828 4.928
H2 0.870 0.064 3.494
H3 2.491 2.664 3.519
H4 0.814 2.402 2.991
H5 2.184 1.757 2.077
H6 4.572 0.867 6.699
H7 3.305 1.753 5.832
H8 4.899 1.521 5.046
O4 5.758 -1.083 -3.147
S2 6.085 -0.967 -1.766
O5 7.069 -0.034 -1.321
O6 4.741 -0.718 -0.960
C4 3.942 0.401 -1.401
C5 2.738 0.513 -0.505
C6 6.453 -2.525 -1.054
H9 3.629 0.222 -2.433
H10 4.519 1.329 -1.397
H11 2.079 -0.354 -0.644
H12 2.182 1.403 -0.803
H13 2.985 0.507 0.557
H14 6.415 -2.370 0.019
H15 7.424 -2.802 -1.446
H16 5.667 -3.204 -1.374
O7 0.401 2.953 -7.069
S3 -0.617 2.266 -6.354
O8 -1.211 1.100 -6.914
O9 0.051 1.878 -4.973
C7 -0.774 1.420 -3.895
C8 -0.009 1.558 -2.602
C9 -1.883 3.420 -5.927
H17 -0.977 0.357 -4.058
H18 -1.713 1.960 -3.836
H19 0.026 2.603 -2.274
H20 1.051 1.312 -2.715
H21 -0.452 0.953 -1.817
H22 -1.514 4.150 -5.213
H23 -2.780 2.910 -5.585
H24 -2.102 3.898 -6.883
O10 -1.187 -3.458 -0.500
S4 -0.608 -2.672 -1.542
O11 -0.068 -1.387 -1.205
O12 0.479 -3.552 -2.232
C10 1.358 -2.843 -3.172
C11 2.717 -2.730 -2.523
C12 -1.902 -2.617 -2.772
H25 0.966 -1.839 -3.329
H26 1.368 -3.425 -4.088
H27 2.605 -2.457 -1.474
H28 3.359 -2.014 -3.033
H29 3.220 -3.701 -2.539
H30 -1.503 -2.266 -3.721
H31 -2.633 -1.920 -2.370
H32 -2.246 -3.643 -2.830
O13 -1.018 3.238 0.445
H33 -1.093 2.268 0.434
H34 -0.129 3.397 0.774
O14 -1.079 0.480 0.887
H35 -1.365 0.133 1.739
H36 -0.381 -0.130 0.612
C13 2.389 -3.250 1.767
C14 2.122 -3.726 3.210
O15 0.767 -3.328 3.429
C15 0.487 -2.322 2.575
O16 -0.478 -1.628 2.664
O17 1.461 -2.179 1.660
H37 2.163 -4.044 1.058
H38 3.411 -2.888 1.724
H39 2.766 -3.195 3.911
H40 2.265 -4.792 3.356
C16 -3.861 4.015 1.820
C17 -2.870 4.258 2.980
O18 -2.872 2.988 3.680
C18 -3.512 2.051 2.958
O19 -3.679 0.931 3.315
O20 -4.037 2.589 1.828
H41 -3.416 4.353 0.891
H42 -4.825 4.457 2.060
H43 -3.226 5.000 3.686
H44 -1.859 4.442 2.632
C19 -3.373 -3.033 1.760
C20 -3.807 -1.601 1.492
O21 -5.024 -1.505 2.240
C21 -5.045 -2.484 3.182
O22 -5.895 -2.608 4.002
O23 -3.988 -3.318 3.021
H45 -2.302 -3.157 1.883
H46 -3.703 -3.736 0.996
H47 -4.119 -1.493 0.449
H48 -3.148 -0.776 1.719
C22 -5.159 1.835 -1.133
C23 -3.803 1.127 -1.277
O24 -3.666 0.973 -2.707
C24 -4.629 1.678 -3.351
O25 -4.646 1.849 -4.524
O26 -5.519 2.181 -2.477
H49 -5.111 2.716 -0.505
H50 -5.915 1.157 -0.741
H51 -3.831 0.141 -0.831
H52 -2.944 1.694 -0.929



No. 4
Density functional theory data (wB97M-V/def2-TZVPD) for C24H53Br20NO2Si2 as an isolated structure.

## Properties
max |F|	2.87	eV/Å
DFT total energy	-1447938.0307	eV
Kohn-Sham gap	8.66	eV
LUMO level	0.26	eV

Geometry (Å):
C1 -0.026 4.688 -1.483
Si1 -1.515 3.698 -2.062
O1 -1.155 2.242 -2.802
Si2 0.043 1.275 -2.181
N1 -0.535 -0.184 -1.320
C2 0.416 -1.295 -1.599
C3 -0.694 -0.070 0.096
C4 -0.442 1.196 0.895
O2 -1.095 -1.055 0.715
H1 0.056 4.554 -0.401
H2 -0.199 5.751 -1.649
H3 0.931 4.371 -1.895
H4 -2.322 4.549 -2.957
H5 -2.347 3.376 -0.888
H6 0.772 0.772 -3.347
H7 0.953 1.997 -1.313
H8 1.333 -0.958 -2.083
H9 -0.024 -2.065 -2.231
H10 0.728 -1.798 -0.686
H11 -1.229 1.942 0.755
H12 0.554 1.617 0.772
H13 -0.515 0.913 1.943
Br1 -3.134 -5.039 -1.051
C5 -3.516 -3.295 -0.231
C6 -4.438 -3.471 1.000
Br2 -6.316 -3.791 0.514
H14 -3.913 -2.680 -1.019
H15 -2.546 -2.903 0.073
H16 -4.462 -2.582 1.600
H17 -4.136 -4.311 1.621
Br3 3.069 1.467 -2.173
C7 4.011 0.119 -3.231
C8 5.430 0.515 -3.544
Br4 5.498 1.845 -4.961
H18 3.414 -0.043 -4.125
H19 3.995 -0.778 -2.616
H20 5.987 -0.339 -3.925
H21 5.952 0.935 -2.691
Br5 -4.786 -0.929 0.011
C9 -5.842 0.656 0.431
C10 -5.056 1.892 0.095
Br6 -3.683 2.199 1.435
H22 -6.115 0.594 1.480
H23 -6.741 0.586 -0.178
H24 -5.682 2.781 0.103
H25 -4.552 1.816 -0.864
Br7 7.833 5.218 0.491
C11 6.192 4.569 1.304
C12 5.862 3.172 0.852
Br8 5.091 3.100 -0.951
H26 5.412 5.290 1.067
H27 6.388 4.588 2.376
H28 5.094 2.738 1.490
H29 6.733 2.528 0.844
Br9 -7.893 -7.842 2.451
C13 -6.695 -8.873 1.307
C14 -5.389 -8.159 1.096
Br10 -5.562 -6.691 -0.175
H30 -7.229 -9.060 0.381
H31 -6.536 -9.815 1.832
H32 -4.658 -8.834 0.661
H33 -4.988 -7.735 2.011
Br11 7.282 0.668 3.106
C15 8.405 1.131 4.622
C16 8.360 2.603 4.934
Br12 9.429 3.652 3.687
H34 9.406 0.782 4.389
H35 8.006 0.555 5.455
H36 8.802 2.789 5.910
H37 7.356 3.013 4.908
Br13 2.522 6.611 -3.827
C17 4.250 7.026 -4.621
C18 5.120 5.801 -4.711
Br14 5.862 5.335 -2.975
H38 4.692 7.814 -4.019
H39 4.026 7.411 -5.614
H40 5.978 5.989 -5.354
H41 4.587 4.926 -5.070
Br15 6.376 7.411 -0.874
C19 6.296 9.227 -0.156
C20 5.406 9.304 1.056
Br16 3.523 9.266 0.563
H42 5.966 9.873 -0.963
H43 7.321 9.478 0.111
H44 5.547 10.248 1.578
H45 5.567 8.482 1.747
Br17 -11.148 -4.730 -0.023
C21 -10.128 -4.270 1.569
C22 -10.423 -2.867 2.029
Br18 -9.530 -1.544 0.915
H46 -9.082 -4.427 1.329
H47 -10.436 -4.990 2.324
H48 -10.032 -2.707 3.032
H49 -11.481 -2.628 2.012
Br19 -4.737 -11.415 2.703
C23 -3.546 -12.494 1.598
C24 -2.212 -11.830 1.388
Br20 -2.310 -10.398 0.075
H50 -4.073 -12.690 0.670
H51 -3.422 -13.425 2.147
H52 -1.498 -12.541 0.978
H53 -1.810 -11.396 2.297